Formula: C15H34HfNO2P2
Source: the Open Molecules 2025 dataset
Level of theory: ωB97M-V/def2-TZVPD

CARTESIAN COORDINATES (ANGSTROEM)
Hf 0.24387 0.14547 0.41230
P 2.02891 0.34132 -1.42112
P -1.27135 -1.17530 2.03016
O -0.46352 0.10931 -4.14358
O -1.52989 1.84287 -2.47851
N 0.24891 -2.00264 -0.49548
C -1.67689 2.63642 2.31134
C 0.32240 -4.54228 -1.63462
C -0.60882 3.12650 1.34170
C 1.45588 -1.04014 -2.40749
C 0.61011 2.19091 1.28133
C -1.13089 -1.11286 3.83717
C -0.68516 -2.90210 1.62689
C 0.77763 -3.44228 -2.34694
C -0.16974 4.55019 1.71516
C -0.14344 -4.35582 -0.33625
C 3.76085 -0.16645 -1.15697
C 2.20908 1.75066 -2.56236
C 0.83494 -2.16074 -1.74724
C -3.05726 -1.35777 1.74324
C -0.18968 -3.07505 0.20201
H -3.23460 -1.71168 0.72002
H 4.25054 0.52834 -0.46773
H 0.12646 -3.14155 2.34559
H -1.07186 3.17741 0.33933
H -2.18060 1.73148 1.94644
H 0.33975 -5.53520 -2.08311
H 0.31697 4.54551 2.70116
H 2.67638 2.58482 -2.02117
H 1.15489 -3.52912 -3.36663
H -2.45907 3.39589 2.45264
H 2.85596 1.47515 -3.40540
H 2.07465 -1.32306 -3.25283
H -3.49088 -2.06786 2.46080
H -1.36713 -0.09057 4.16044
H 0.99003 1.99343 2.29408
H -0.47157 -5.19088 0.28230
H -1.25120 2.41274 3.29926
H -1.00788 2.67377 -2.56995
H -1.29173 1.35632 -1.36731
H -1.11804 -0.54148 -4.42004
H 4.28782 -0.18313 -2.12110
H 1.42586 2.64656 0.70066
H -1.52846 -3.58858 1.82693
H -1.02657 5.23161 1.75462
H -3.52852 -0.37527 1.86221
H -1.12524 1.17815 -3.14202
H 3.77710 -1.17231 -0.72245
H -1.83024 -1.81618 4.30731
H 0.19356 -0.38741 -3.63051
H 1.49581 -0.29676 1.54103
H -0.10171 -1.34494 4.13599
H -1.24077 0.96232 -0.35134
H 1.24937 2.10305 -2.96373
H 0.54498 4.93923 0.98374

## Properties
LUMO: -3.8 eV
Gap between HOMO and LUMO: 6.357 eV
Energy above the lowest of the compared OMol25 structures with the same formula, charge and spin: 0.0 kJ/mol
E: -41567.6364 eV
Total charge: +1

---

Formula: C39H43As2Cl5N4O3SZr
Source: the Open Molecules 2025 dataset
Level of theory: ωB97M-V/def2-TZVPD

CARTESIAN COORDINATES (ANGSTROEM)
Zr -5.24287 -15.60271 -11.67354
As -5.40827 -12.86749 -10.48524
As -7.98737 -14.96381 -10.32342
Cl -7.01940 -18.41359 -10.89677
Cl -5.00169 -21.67841 -14.63616
Cl -2.93393 -19.40968 -15.48011
Cl -7.19852 -20.95658 -12.54932
Cl -2.61694 -16.92081 -13.61446
S -7.06078 -15.47708 -13.47768
O -4.99304 -16.23587 -9.54710
O -4.28274 -14.41296 -12.94525
O -2.53840 -13.25281 -13.88376
N -2.88416 -15.26776 -10.94980
N -2.31330 -14.28207 -11.87547
N -5.33024 -15.01113 -15.48436
N -6.87692 -16.67937 -15.75421
C -9.61103 -16.00738 -10.39866
C -10.83931 -17.84192 -11.41228
C -5.88981 -19.88141 -12.86553
C -7.86591 -14.97387 -8.34268
C -6.83041 -17.64772 -18.11241
C -9.76968 -16.93251 -11.44427
C -5.85593 -18.69037 -12.10652
C -4.22484 -10.43260 -13.72079
C -8.16149 -13.83832 -7.60681
C -4.87424 -14.77410 -16.83167
C -4.88175 -11.34792 -5.91085
C -5.90953 -10.83348 -6.72123
C -6.20939 -17.58306 -16.73727
C -4.25753 -12.68180 -7.86024
C -5.28008 -12.19379 -8.62573
C -8.50566 -13.10027 -10.66795
C -7.93839 -14.98579 -5.52436
C -4.42603 -11.56971 -11.60620
C -3.99438 -19.16349 -14.16206
C -8.22227 -13.82810 -6.21231
C -7.71104 -16.15967 -7.64498
C -4.01042 -12.22810 -6.56021
C -3.94241 -18.02870 -13.37249
C -4.81321 -11.42272 -12.91758
C -3.41504 -15.15550 -17.03800
C -4.91793 -20.15840 -13.81663
C -10.52862 -16.03965 -9.38315
C -4.89913 -17.75150 -12.41563
C -7.75897 -16.18547 -6.23535
C -6.30322 -15.75989 -15.02679
C -7.28962 -12.24346 -11.08831
C -3.05389 -13.88976 -12.96689
C -3.12250 -9.72329 -13.15323
C -3.28713 -10.93318 -11.07372
C -3.95915 -16.94221 -8.82095
C -6.11155 -11.19288 -8.02965
C -11.50128 -16.99531 -9.26681
C -11.66269 -17.88779 -10.32716
C -2.60889 -10.00665 -11.86140
H -7.68249 -17.09346 -15.27101
H -7.60728 -17.15890 -5.75390
H -3.29432 -16.27018 -8.35284
H -2.68755 -14.73146 -16.32296
H -4.44444 -10.31803 -14.78366
H -11.02940 -18.50543 -12.24776
H -3.38011 -17.49625 -9.54779
H -8.29693 -12.90291 -8.11141
H -6.88443 -10.77497 -8.55922
H -5.04670 -13.69646 -17.00996
H -4.75380 -11.13617 -4.84276
H -6.41666 -16.85052 -18.78383
H -5.81836 -16.28354 -9.01309
H -1.74100 -9.49539 -11.50408
H -1.34344 -14.25773 -11.89974
H -3.15764 -12.61390 -5.99281
H -2.95886 -11.09266 -10.01621
H -7.36266 -11.20207 -10.70260
H -5.59032 -15.23276 -17.46772
H -2.25419 -16.06762 -10.98532
H -12.44234 -18.65314 -10.14435
H -6.59328 -18.61214 -18.49360
H -3.10808 -14.92508 -18.08907
H -12.21095 -16.89405 -8.49413
H -6.63938 -10.23771 -6.22711
H -4.73058 -14.63806 -14.75957
H -6.21023 -18.55876 -16.18337
H -7.92450 -15.04047 -4.49065
H -2.59612 -9.05717 -13.76856
H -9.24734 -13.17621 -11.46869
H -5.20376 -17.25512 -16.80854
H -7.11104 -12.22236 -12.16523
H -4.46721 -17.55018 -8.07549
H -9.04052 -12.69794 -9.86445
H -2.65592 -14.78352 -10.08001
H -3.37101 -16.25473 -16.93895
H -8.39858 -12.89005 -5.72144
H -3.58223 -13.49136 -8.19937
H -7.64894 -17.11500 -8.24377
H -10.50698 -15.31331 -8.60197
H -9.11991 -16.92219 -12.30253
H -5.52847 -11.99405 -13.42117
H -7.87821 -17.58900 -18.04288

## Properties
LUMO: -6.0 eV
Gap between HOMO and LUMO: 7.426 eV
Energy above the lowest of the compared OMol25 structures with the same formula, charge and spin: 0.0 kJ/mol
E: -249636.5852 eV
Total charge: +2

---

Formula: C5H11N3
Source: the Open Molecules 2025 dataset
Level of theory: ωB97M-V/def2-TZVPD

CARTESIAN COORDINATES (ANGSTROEM)
N 0.23880 1.53653 0.07176
N -1.87124 -0.35576 -0.53743
N 1.98066 -0.68837 0.32472
C 0.46682 0.53974 -1.10626
C -0.86989 -0.37871 0.56919
C -0.40073 0.89645 1.17677
C 0.62271 -0.71236 -0.41488
C -0.43747 -1.72943 0.28329
H -0.00372 -1.96274 1.33712
H 2.33870 -1.57630 -0.17182
H 2.53823 0.26641 -0.03855
H -2.01983 0.74340 -0.96088
H -0.76470 -2.51327 -0.50344
H -0.36248 0.69482 -1.82042
H 0.58299 0.71966 1.58994
H -2.73921 -0.52409 0.06388
H 0.23429 2.80833 -0.19531
H 1.50263 0.71187 -1.31518
H -1.03654 1.52380 1.64748

## Properties
LUMO: 0.9 eV
Gap between HOMO and LUMO: 8.266 eV
Energy above the lowest of the compared OMol25 structures with the same formula, charge and spin: 871.1 kJ/mol
E: -9824.8780 eV

---

Formula: C6H16N
Source: the Open Molecules 2025 dataset
Level of theory: ωB97M-V/def2-TZVPD

CARTESIAN COORDINATES (ANGSTROEM)
N -0.14764 -1.64125 -0.95488
C -2.33345 -1.16923 0.06614
C 0.77313 1.30675 0.37096
C 1.55289 0.70237 1.51272
C 1.65760 1.27742 -0.97782
C -0.86705 -0.84996 0.15534
C -0.63148 0.68205 0.00422
H 2.62607 1.73584 -0.72447
H -2.86758 -0.64116 -0.72525
H 1.89437 0.34003 -1.46467
H -0.36707 -2.63293 -0.82762
H -0.48018 -1.16914 1.11841
H -1.34590 1.20172 0.65379
H 0.67944 0.53318 2.21609
H -0.47035 -1.32163 -1.86595
H -0.85334 1.01457 -1.01434
H -2.53879 -2.23516 -0.03970
H 0.62964 2.35663 0.61859
H 0.85186 -1.53500 -0.93164
H 1.91564 -0.32482 1.42780
H -2.77550 -0.83185 1.00671
H 2.28217 1.30659 2.04373
H 1.19461 1.95840 -1.70148

## Properties
Spin multiplicity: 2
LUMO (spin up / spin down): -7.1 / -14.2 eV
Gap between HOMO and LUMO (spin up / spin down): 13.676 / 6.641 eV
Energy above the lowest of the compared OMol25 structures with the same formula, charge and spin: 230.0 kJ/mol
E: -7950.5901 eV
Total charge: +2

---

Formula: C30H35BCdF6N13O4S2
Source: the Open Molecules 2025 dataset
Level of theory: ωB97M-V/def2-TZVPD

CARTESIAN COORDINATES (ANGSTROEM)
Cd 0.13410 -1.18233 -0.60904
S 3.52503 -2.43406 -0.45076
S 3.43268 0.17874 -1.39681
F 5.90678 -2.89473 0.54815
F 4.42581 -2.32859 2.02312
F 4.35895 -4.29892 1.12622
F 4.32529 1.03670 -3.69480
F 3.48819 -0.95509 -3.78270
F 5.43603 -0.63910 -2.88609
O 1.99974 0.07204 -1.69511
O 2.18981 -2.68443 0.04443
O 3.94497 -3.10475 -1.64292
O 3.87283 1.48605 -0.99526
N 0.57888 2.37413 -0.77916
N 0.28772 -2.34940 -2.52424
N -1.98739 -0.95885 2.21042
N -1.08372 -2.86779 0.35319
N -1.33486 -0.10291 -2.09224
N -2.01472 0.02923 1.28011
N 0.56473 -0.99676 2.44728
N 3.94247 -0.89305 -0.40321
N -0.75928 -3.08021 1.66098
N 0.90600 -0.27873 1.34675
N -0.30465 -3.27607 4.60782
N -0.88028 -2.17756 4.06599
N -0.08887 2.43382 0.35290
C -0.63659 -1.93565 -3.44939
C -0.72334 -4.40467 1.90311
C -0.37550 3.74990 0.96547
C -2.19941 1.05695 -1.99932
C 4.22282 -0.13032 -3.05619
C -1.83812 2.20269 -2.92566
C -0.39442 -3.12684 5.91679
C -1.27736 3.48291 2.16176
C -3.23748 -1.24672 2.62170
C -1.29952 -1.33494 5.04342
C -2.74211 3.25011 -3.08502
C 1.41364 -0.71778 3.44907
C 2.33553 0.20647 3.00625
C -2.42518 4.35247 -3.86297
C -1.01714 -1.91151 6.25569
C -3.29615 0.35116 1.14239
C 1.97250 0.44353 1.68443
C -0.61826 2.26652 -3.58984
C -1.42570 -0.79797 -3.18475
C 4.63092 -3.01347 0.90207
C -1.19558 4.41835 -4.50588
C -0.29890 3.36905 -4.37310
C 0.95694 4.34839 1.42175
C -1.22734 -4.06153 -0.20571
C -1.02193 -5.07132 0.73409
C 0.31320 -3.77448 -4.27661
C -0.64729 -2.80419 -4.55075
C -1.06204 4.63805 -0.07060
C 0.85625 -3.44945 -3.02246
C -4.11917 -0.42045 1.96666
B -0.75202 -1.83065 2.58183
H 1.46358 3.67901 2.11680
H -1.37391 4.40129 2.73958
H -3.25154 0.78863 -2.15876
H 1.30576 3.07640 -0.87398
H 3.16267 0.62563 3.55041
H 0.76871 5.29721 1.92303
H -0.40057 4.88458 -0.90141
H 2.46401 1.08187 0.96994
H -1.27099 -2.71517 -5.42677
H -2.14404 1.42555 -0.97396
H -0.01317 -3.89643 6.56901
H -0.86068 2.70739 2.80663
H -0.63398 1.60183 0.63340
H -3.70800 3.19917 -2.59275
H -2.27114 3.16781 1.84755
H 0.65150 3.39948 -4.89054
H 0.07716 1.43929 -3.51498
H -2.14378 -0.49969 -3.95437
H 1.63321 -3.97009 -2.48120
H -3.41487 -2.03728 3.33095
H -1.23106 -1.52050 7.23474
H 0.88004 1.44930 -1.13243
H -3.59149 1.12324 0.44995
H 1.31303 -1.19870 4.40729
H -1.75903 -0.39085 4.80390
H 0.59734 -4.61097 -4.89417
H -0.49599 -4.76626 2.88711
H -1.94970 4.15449 -0.48005
H 1.62542 4.55264 0.58284
H -3.14127 5.15620 -3.97671
H -1.45507 -4.13572 -1.25744
H -1.06970 -6.13498 0.58399
H -0.94812 5.27303 -5.12157
H -1.36253 5.56704 0.41488
H -5.18929 -0.38641 2.06588

## Properties
Spin multiplicity: 2
LUMO (spin up / spin down): 0.1 / -1.8 eV
Gap between HOMO and LUMO (spin up / spin down): 7.532 / 5.602 eV
Energy above the lowest of the compared OMol25 structures with the same formula, charge and spin: 84.5 kJ/mol
E: -102456.8863 eV